{
  "formula": "C22H21N7O4PdS2",
  "method": "wB97M-V/def2-TZVPD",
  "lumo_ev": 3.80,
  "energy_ev": -66923.57844,
  "charge": -2,
  "symbols": ["Pd", "S", "C", "N", "N", "C", "C", "C", "C", "C", "C", "N", "N", "C", "C", "C", "C", "C", "C", "H", "H", "H", "H", "H", "H", "H", "H", "H", "H", "H", "O", "C", "C", "C", "C", "C", "C", "C", "O", "N", "O", "O", "H", "H", "H", "H", "C", "N", "C", "N", "S", "H", "H", "H", "H", "H", "H"],
  "positions_angstrom": [[0.279, 0.566, 1.565], [-0.037, 2.825, 1.578], [-0.427, 2.980, -0.161], [-0.599, 4.234, -0.546], [-1.116, 4.408, -1.831], [-0.635, 3.976, -3.014], [0.667, 3.454, -3.159], [1.164, 3.159, -4.412], [0.405, 3.360, -5.564], [-0.893, 3.843, -5.430], [-1.411, 4.140, -4.185], [-0.549, 1.907, -0.909], [-0.590, 0.710, -0.217], [-1.046, -0.355, -0.897], [-1.398, -1.557, -0.220], [-1.871, -2.653, -0.909], [-2.039, -2.617, -2.294], [-1.727, -1.439, -2.971], [-1.242, -0.329, -2.307], [-2.053, 4.778, -1.826], [1.268, 3.301, -2.274], [2.170, 2.762, -4.497], [0.816, 3.145, -6.543], [-1.514, 3.981, -6.310], [-2.429, 4.503, -4.089], [-1.356, -1.563, 0.861], [-2.146, -3.549, -0.361], [-2.443, -3.469, -2.830], [-1.871, -1.396, -4.046], [-1.024, 0.589, -2.835], [0.906, -1.577, 1.618], [0.748, -2.290, 2.600], [0.205, -1.929, 3.877], [-0.279, -2.942, 4.694], [-0.906, -2.662, 5.897], [-1.025, -1.313, 6.320], [-0.521, -0.305, 5.567], [0.125, -0.541, 4.299], [0.624, 0.413, 3.666], [-1.428, -3.701, 6.694], [-1.996, -3.421, 7.747], [-1.300, -4.865, 6.320], [1.015, -3.357, 2.485], [-0.209, -3.970, 4.360], [-1.524, -1.110, 7.256], [-0.604, 0.726, 5.882], [2.807, -2.364, -1.066], [3.390, -1.287, -0.286], [2.915, -0.013, -0.324], [2.186, 0.327, -1.407], [3.423, 1.118, 0.798], [3.344, -3.284, -0.839], [2.920, -2.154, -2.131], [1.746, -2.513, -0.839], [3.760, -1.535, 0.614], [1.595, -0.380, -1.824], [1.729, 1.233, -1.348]]
}